Record 1
Formula: C2H6N2S
Source: the OMol25 dataset
Level of theory: the ωB97M-V functional and the def2-TZVPD basis

Cartesian coordinates (Å):
1 C 0.0515 0.8681 0.1899
2 C -1.3769 0.8531 -0.1522
3 N -0.6055 1.3578 -1.0213
4 N -0.4103 1.8854 -2.1527
5 S 0.5323 -2.7862 1.2077
6 H 0.5526 1.5939 0.7381
7 H 0.4847 -0.0923 0.1397
8 H -2.3243 1.0943 0.2764
9 H 0.9326 -4.0888 1.1296
10 H 0.5879 1.7373 -2.2425
11 H 1.5755 -2.4226 1.8872

Atomic forces in eV per Å
-0.5 -1.1 -0.8
-1.2 0.8 1.0
-0.4 -0.9 -0.2
0.5 0.0 -0.3
-0.9 -0.9 -0.7
0.7 1.4 1.2
1.0 -0.8 -0.2
-0.4 0.0 -0.1
-0.1 0.7 0.1
0.4 0.6 -0.7
1.0 0.3 0.7

ΔE to the lowest compared entry with this formula, charge and spin   465.8 kJ/mol
LUMO energy   0.703 eV
Spin multiplicity   1
E_HOMO   -8.2 eV
Gap between HOMO and LUMO   8.90 eV
Total charge   0


Record 2
Formula: C9H36O9
Source: the OMol25 dataset
Level of theory: the ωB97M-V functional and the def2-TZVPD basis

Cartesian coordinates (Å):
1 C -7.3905 4.6004 -6.0831
2 O -7.6627 5.6479 -7.0138
3 H -7.3996 3.6071 -6.5319
4 H -6.4780 4.7116 -5.4975
5 H -8.1062 4.5431 -5.2630
6 H -8.5279 5.6581 -7.4296
7 C -10.6907 4.2920 -0.9333
8 O -11.0960 4.7941 -2.1787
9 H -10.6905 3.2081 -1.0486
10 H -9.6544 4.5477 -0.7124
11 H -11.2331 4.6619 -0.0632
12 H -10.5448 5.5371 -2.4352
13 C -9.6036 -1.2211 -1.9377
14 O -10.4644 -1.7824 -0.9707
15 H -9.0053 -0.4125 -1.5177
16 H -8.9226 -2.0267 -2.2122
17 H -10.2099 -0.7449 -2.7082
18 H -9.9435 -1.7531 -0.1649
19 C -4.6791 0.4796 0.7213
20 O -4.9720 0.9528 1.9810
21 H -4.6764 -0.6088 0.7804
22 H -5.4465 0.8255 0.0289
23 H -3.7889 0.8775 0.2342
24 H -5.6285 1.6329 1.8129
25 C -2.7805 6.6840 -1.8716
26 O -3.7766 5.6941 -2.1231
27 H -1.8221 6.2041 -1.6736
28 H -2.7575 7.1936 -2.8349
29 H -2.7104 7.4487 -1.0980
30 H -3.5022 4.7772 -2.0489
31 C -1.3739 3.2719 -1.4073
32 O -2.6819 3.2259 -1.8810
33 H -0.9858 4.2483 -1.6974
34 H -1.4541 3.1230 -0.3306
35 H -0.8043 2.4317 -1.8046
36 H -2.6093 3.0799 -2.8271
37 C -7.1523 2.8994 -2.0815
38 O -5.9944 1.9995 -2.2558
39 H -8.0009 2.2232 -1.9784
40 H -7.2133 3.4909 -1.1680
41 H -7.3885 3.3549 -3.0432
42 H -5.2103 2.5145 -2.4596
43 C -4.1641 -0.5992 -4.7832
44 O -3.3184 -0.2767 -5.7552
45 H -5.0641 -0.9676 -5.2755
46 H -3.7350 -1.5055 -4.3558
47 H -4.4379 0.2100 -4.1061
48 H -2.8766 -1.0945 -5.9954
49 C -5.4412 5.4827 0.7635
50 O -5.6810 5.1368 2.1193
51 H -4.8191 6.3748 0.8365
52 H -4.8064 4.6727 0.4044
53 H -6.3314 5.6062 0.1467
54 H -6.1943 4.3285 2.1884

Atomic forces in eV per Å
-1.3 -0.3 0.2
1.3 0.1 0.7
0.2 0.0 -0.3
0.5 0.6 -0.9
-0.7 0.2 -0.1
-0.1 -0.7 0.4
1.0 -0.4 0.0
-0.2 0.4 -0.3
-0.4 -0.1 0.6
0.4 0.1 -0.1
-0.6 -0.2 -0.2
-0.1 0.1 0.1
0.2 0.1 0.3
-0.2 0.4 0.6
0.2 0.2 0.2
0.1 0.3 -1.0
0.2 -0.6 -0.4
-0.4 -0.3 0.3
-0.5 -0.7 -1.7
-0.2 1.2 1.2
0.3 0.0 -0.4
-0.3 -0.5 -0.3
0.7 -0.1 0.5
0.0 0.0 0.7
1.5 -1.9 -1.4
-1.0 3.1 1.0
0.0 -0.3 -0.3
0.0 0.6 -0.1
-1.8 0.1 0.6
1.3 -1.7 0.7
0.8 -0.2 0.8
-2.1 0.2 -1.1
0.8 -0.2 0.4
0.4 0.4 0.0
0.3 0.3 -0.1
-0.2 -0.4 -0.3
-0.1 -2.2 -0.9
-1.0 1.0 0.7
0.1 -0.3 0.2
0.7 0.4 -0.3
0.3 0.9 0.3
0.0 0.1 0.0
-2.2 -2.2 1.3
3.0 1.7 -2.7
-0.9 0.1 0.4
-0.5 0.2 1.4
0.3 -0.1 0.1
0.2 0.3 -0.5
0.4 0.2 1.5
0.0 0.4 -0.5
-0.3 0.1 -0.3
0.3 -0.4 -1.0
0.0 0.0 0.0
-0.3 -0.2 0.0

ΔE to the lowest compared entry with this formula, charge and spin   551.6 kJ/mol
LUMO energy (alpha / beta)   -3.006 / -10.216 eV
Spin multiplicity   2
E_HOMO (alpha / beta)   -12.0 / -12.0 eV
Gap between HOMO and LUMO (alpha / beta)   9.01 / 1.80 eV
Expectation value of S²   0.76
Total charge   +1


Record 3
Formula: C28H28BCaN10O4S
Source: the OMol25 dataset
Level of theory: the ωB97M-V functional and the def2-TZVPD basis

Cartesian coordinates (Å):
1 Ca -0.5805 -0.0139 -1.2732
2 N 0.3068 0.5073 -3.5826
3 C 0.7138 -0.6920 -4.3332
4 C -0.1062 -1.9138 -3.9487
5 O -0.5190 -2.6817 -4.8013
6 N -0.2489 -2.0655 -2.5854
7 C -0.9191 -3.1700 -2.1769
8 C -2.6330 -2.5784 -1.5062
9 O -3.4259 -3.4418 -1.6997
10 O -2.4641 -1.4802 -1.0093
11 H 1.0827 1.1584 -3.5304
12 H -0.4389 0.9937 -4.0705
13 H 0.6469 -0.5570 -5.4127
14 H 1.7489 -0.9066 -4.0620
15 H -1.1897 -3.9207 -2.9133
16 H -0.6495 -3.5464 -1.1892
17 C -2.1293 -1.2503 2.6821
18 C -1.0000 -1.3155 1.8619
19 N -0.8164 -0.1760 1.2064
20 N -1.8167 0.6525 1.5945
21 C -2.6242 0.0180 2.4649
22 B -2.0657 2.0415 0.9085
23 N -0.7206 2.6810 0.4839
24 C -0.2800 3.9035 0.8441
25 C 0.9404 4.1232 0.2436
26 C 1.1739 2.9554 -0.4897
27 N 0.1740 2.0971 -0.3448
28 N -2.9862 1.8482 -0.3132
29 C -4.3308 1.8290 -0.3293
30 C -4.7496 1.5053 -1.6000
31 C -3.5624 1.3286 -2.3124
32 N -2.5009 1.5358 -1.5424
33 N -2.7251 2.9510 1.9377
34 C -2.4121 3.0459 3.2577
35 C -3.0046 4.1791 3.7513
36 C -3.6607 4.7358 2.6353
37 N -3.4832 4.0034 1.5527
38 H -2.5314 -2.0098 3.3285
39 H -0.3206 -2.1402 1.7042
40 H -3.4863 0.5161 2.8757
41 H -0.8704 4.5312 1.4900
42 H 1.5616 4.9972 0.3222
43 H 2.0222 2.6899 -1.1032
44 H -4.8919 2.0832 0.5527
45 H -5.7603 1.4188 -1.9561
46 H -3.4293 1.0553 -3.3481
47 H -1.7916 2.3079 3.7375
48 H -2.9748 4.5458 4.7624
49 H -4.2565 5.6332 2.5810
50 O 2.9058 -0.5065 -1.9514
51 S 2.2484 -0.9101 -0.6790
52 C 3.1919 -0.2814 0.6978
53 C 2.5436 0.5550 1.5929
54 C 3.2716 1.1172 2.6357
55 C 4.6239 0.8483 2.7606
56 C 5.2661 0.0107 1.8512
57 C 4.5508 -0.5574 0.8148
58 C 2.5147 -2.6597 -0.4553
59 C 2.3646 -3.2447 0.7961
60 C 2.4401 -4.6239 0.9070
61 C 2.6589 -5.4021 -0.2234
62 C 2.8072 -4.8041 -1.4660
63 C 2.7294 -3.4240 -1.5900
64 H 1.4844 0.7503 1.4773
65 H 2.7764 1.7722 3.3402
66 H 5.1884 1.2930 3.5699
67 H 6.3232 -0.1945 1.9558
68 H 5.0332 -1.2081 0.0955
69 H 2.2080 -2.6289 1.6740
70 H 2.3330 -5.0907 1.8772
71 H 2.7142 -6.4787 -0.1314
72 H 2.9748 -5.4109 -2.3459
73 H 2.8330 -2.9333 -2.5486

Atomic forces in eV per Å
-0.2 -0.3 -0.1
0.0 0.2 0.1
0.0 0.0 0.0
0.0 -0.1 -0.1
0.1 0.1 0.0
0.1 0.0 0.2
0.0 0.0 0.0
0.0 0.0 0.0
0.0 0.0 0.0
0.0 0.1 0.0
0.0 0.0 0.0
0.0 0.0 0.0
0.0 0.0 0.0
0.0 0.0 0.0
0.0 0.0 0.0
0.0 0.0 0.0
0.0 0.0 0.0
0.0 0.0 0.1
0.0 0.1 0.0
0.0 0.0 -0.1
0.0 0.0 0.0
0.0 -0.1 0.1
0.1 0.1 0.0
0.0 0.0 0.0
0.0 0.0 0.0
0.0 0.0 0.0
0.1 0.0 -0.1
-0.1 0.1 -0.1
0.0 0.0 0.0
0.0 0.0 0.0
0.0 0.0 0.0
0.1 -0.1 0.1
0.0 0.0 0.1
0.0 0.0 -0.1
0.0 0.0 0.0
0.0 0.0 0.0
0.0 0.0 -0.1
0.0 0.0 0.0
0.0 0.0 0.0
0.0 0.0 0.0
0.0 0.0 0.0
0.0 0.0 0.0
0.0 0.0 0.0
0.0 0.0 0.0
0.0 0.0 0.0
0.0 0.0 0.0
0.0 0.0 0.0
0.0 0.0 0.0
0.0 0.0 0.0
0.1 0.0 -0.1
0.0 0.1 0.1
0.1 0.1 0.0
0.0 -0.1 0.0
0.0 0.0 0.0
0.0 0.0 0.0
0.0 0.0 0.0
0.0 -0.1 -0.1
-0.1 -0.1 0.0
0.0 0.0 0.0
0.0 0.0 0.0
0.0 0.0 0.0
0.0 0.0 0.0
0.0 0.0 0.0
0.0 0.0 0.0
0.0 0.0 0.0
0.0 0.0 0.0
0.0 0.0 0.0
0.0 0.0 0.0
0.0 0.0 0.0
0.0 0.0 0.0
0.0 0.0 0.0
0.0 0.0 0.0
0.0 0.0 0.0

ΔE to the lowest compared entry with this formula, charge and spin   0.0 kJ/mol
LUMO energy (alpha / beta)   0.295 / -1.069 eV
Spin multiplicity   2
E_HOMO (alpha / beta)   -7.6 / -9.2 eV
Gap between HOMO and LUMO (alpha / beta)   7.94 / 8.13 eV
Expectation value of S²   0.76
Total charge   0